# 1
This record from the Open Molecules 2025 dataset describes the molecule C11H12ClNOS in a non-equilibrium geometry. The level of theory is ωB97M-V/def2-TZVPD.

```
27
Properties=species:S:1:pos:R:3:forces:R:3:lowdin_charge:R:1
C -0.87560 0.00411 -2.22044 3.2 -5.5 1.2 -0.05
C 0.63419 0.16319 -0.18220 -0.4 0.1 0.0 -0.20
C -1.31735 1.25472 -2.01755 -1.0 5.6 2.2 -0.01
C -0.02301 1.49538 0.00996 1.4 -0.8 1.2 -0.01
C -0.00927 -0.67936 -1.29596 -2.4 3.8 -1.9 -0.20
C -0.93925 1.99256 -0.83120 -2.2 -0.4 -3.4 -0.27
C 0.79147 -0.52795 1.19639 -0.2 -1.3 -1.9 -0.72
C 1.11959 -2.53885 -0.25913 0.0 -0.1 -0.6 -0.15
C 0.29796 -1.99221 -1.42063 1.4 -1.7 1.9 -0.63
C 0.97109 -2.69099 2.21701 0.2 -0.1 0.3 -0.09
C -1.36507 3.91226 0.49663 0.1 0.2 0.4 -0.08
N 0.90884 -1.86171 1.03203 -0.1 0.1 0.2 -0.17
O -1.60231 3.17124 -0.67603 0.2 -0.4 -0.2 -0.08
S 0.78673 0.22408 2.64375 0.0 0.3 0.5 0.73
Cl -0.22426 -3.08224 -2.62584 0.0 0.2 0.1 0.73
H -1.19876 -0.56562 -3.07976 -0.1 0.0 0.0 0.09
H 1.67244 0.34997 -0.51521 0.1 0.0 0.0 0.17
H -1.98889 1.73502 -2.71090 -0.1 0.1 0.0 0.11
H 0.28908 2.02076 0.89802 0.0 0.1 0.0 0.06
H 0.88823 -3.59580 -0.11885 0.1 0.1 0.0 0.11
H 2.18910 -2.46427 -0.51636 -0.1 -0.1 0.1 0.14
H -0.01498 -2.74264 2.68277 0.0 0.0 0.1 0.10
H 1.30831 -3.69086 1.96457 0.0 -0.1 -0.1 0.08
H 1.66083 -2.24943 2.93782 -0.1 -0.1 0.0 0.06
H -0.35866 4.34414 0.50437 0.0 -0.1 0.0 0.10
H -1.50219 3.29839 1.39485 0.0 0.1 -0.1 0.10
H -2.09824 4.71612 0.49190 0.1 0.0 0.0 0.09
```
Positions in Å, forces in eV/Å.

Summary:
Max |F|   6.5 eV Å⁻¹
E_LUMO (alpha / beta)   0.0244 / -0.0802 Eh
Total charge   0
Spin multiplicity   3
Kohn-Sham gap (alpha / beta)   6.184 / 6.247 eV
E   -1414.59124 Eh
M   241.743 Da



# 2
This record from the Open Molecules 2025 dataset describes the ion C11H12ClO4S with charge -1 in a non-equilibrium geometry. The level of theory is ωB97M-V/def2-TZVPD.

```
29
Properties=species:S:1:pos:R:3:forces:R:3:lowdin_charge:R:1
C -2.89261 1.58756 -4.23124 0.0 -0.6 0.8 -0.10
O -3.16100 1.49198 -2.82932 -0.5 0.7 -0.8 -0.12
C -2.30226 0.74733 -2.06179 0.6 -0.4 3.5 -0.58
O -1.46778 -0.00187 -2.57045 0.5 0.1 -0.9 -0.04
C -2.53047 0.90969 -0.61917 -0.6 1.8 -3.6 -0.14
C -1.70091 0.41447 0.45416 0.3 -1.1 1.1 -0.33
C -0.60079 1.19683 1.29913 1.8 -1.0 -1.1 -0.72
Cl -1.29308 2.54300 2.09102 -0.2 1.1 0.5 0.65
S 0.45270 0.27304 2.74302 -1.0 0.6 -1.7 0.69
O 1.22417 1.27663 3.47036 -0.7 -0.8 -0.3 -0.37
O -0.49040 -0.62730 3.36327 0.4 0.0 0.7 -0.35
C 1.67816 -0.72727 1.86066 -0.5 0.4 0.3 -0.28
C 1.27923 -1.91260 1.25734 0.1 0.0 -0.1 -0.06
C 2.20970 -2.61377 0.50117 0.3 -0.2 -0.1 -0.08
C 3.52499 -2.15883 0.37050 -0.4 0.3 0.3 -0.08
C 3.89397 -0.97691 1.01975 0.3 -0.3 -0.2 -0.09
C 2.98031 -0.25761 1.77806 0.0 -0.1 -0.2 -0.07
H -3.65256 2.24149 -4.65347 -0.1 0.0 0.1 0.07
H -1.89950 2.00389 -4.43268 -0.1 -0.1 0.1 0.08
H -2.97110 0.59278 -4.67460 0.2 0.1 -0.2 0.08
H -3.53423 1.27888 -0.43443 0.3 0.4 0.4 0.06
H -2.42814 0.25634 1.23124 -0.2 -1.2 0.7 0.08
H -1.19102 -0.45233 0.04875 0.3 -0.8 0.5 0.09
H 0.26455 1.40339 0.65187 -0.3 0.8 0.1 0.08
H 0.26415 -2.28449 1.38090 0.2 0.2 -0.1 0.12
H 1.91146 -3.52737 -0.00384 0.0 0.1 0.1 0.10
H 4.24764 -2.71417 -0.23064 -0.2 0.2 0.2 0.10
H 4.91269 -0.61391 0.92260 -0.1 0.0 0.1 0.10
H 3.27213 0.65112 2.29786 -0.2 -0.1 -0.1 0.11
```
Positions in Å, forces in eV/Å.

Summary:
Max |F|   4.0 eV Å⁻¹
E_LUMO   0.1054 Eh
Total charge   -1
Kohn-Sham gap   5.256 eV
E   -1585.66682 Eh
M   275.733 Da
SMILES   CO/C([O-])=C/C[C@@H](Cl)S(=O)(=O)c1ccccc1